(1)
C2H3NOS3 | ωB97M-V/def2-TZVPD

Results
- Gap between HOMO and LUMO: 7.97 eV
- HOMO: -7.98 eV
- LUMO: 0.0 eV

```
! RIJCOSX wB97M-V def2-TZVPD def2/J DEFGRID3
* xyz 0 1
C 0.36 0.47 -0.08
C -2.07 0.30 -0.01
N 0.71 -0.76 -0.08
O 0.68 1.61 -0.10
S -2.73 -0.95 -1.07
S -2.42 -1.15 0.97
S -2.68 1.92 0.24
H -0.01 -1.48 0.02
H 1.68 -1.06 -0.14
H -1.47 2.49 0.18
*
```

***

(2)
C2H3NOS3 | ωB97M-V/def2-TZVPD

Results
- Gap between HOMO and LUMO: 7.92 eV
- SMILES: OC(=S)C(=S)NS
- HOMO: -9.11 eV
- LUMO: -1.2 eV

```
! RIJCOSX wB97M-V def2-TZVPD def2/J DEFGRID3
* xyz 0 1
O -2.07 1.27 -0.26
C -1.46 0.13 -0.13
S -2.28 -1.29 0.02
C 0.12 0.24 -0.12
S 0.75 1.78 0.02
N 0.80 -0.93 -0.18
S 2.55 -0.91 -0.17
H -1.34 1.94 -0.19
H 0.30 -1.82 -0.10
H 2.62 -0.42 1.10
*
```

***

(3)
C2H3NP2 | ωB97M-V/def2-TZVPD

Results
- Gap between HOMO and LUMO (spin up / spin down): 7.25 / 6.87 eV
- HOMO (spin up / spin down): -6.43 / -9.57 eV
- LUMO (spin up / spin down): 0.8 / -2.7 eV

```
! RIJCOSX wB97M-V def2-TZVPD def2/J DEFGRID3
* xyz 0 3
C -1.06 0.58 -0.95
C 0.91 -0.84 -0.43
N -1.15 -0.34 -1.78
P 0.13 -1.56 -1.75
P 0.50 0.68 0.16
H -1.86 1.27 -0.87
H 2.10 -1.41 0.08
H 0.23 0.24 1.54
*
```

***

E_tot (computed, eV): -38163.2299, -38165.1660, -22184.8210
Energy relative to the best compared isomer or geometry (same formula, charge and spin) (computed, eV): 2.175, 0.239, 1.300